Molecular formula: C28H25BrN4O4S2Yb
Method: DFT, ωB97M-V with the def2-TZVPD basis set

As for the HOMO-LUMO gap (spin up / spin down): 6.920 / 6.541 eV. Its net charge is -1. The value obtained for the lowest unoccupied orbital energy (spin up / spin down) is 1.87 / 1.49 eV. The expectation value of S² is 0.751. The strongest force on any atom is 0.063 hartree/bohr. Its energy above the lowest of the compared OMol25 structures with the same formula, charge and spin is 0.00 kJ/mol. Its HOMO energy (spin up / spin down) is -5.046 / -5.046 eV. As for the multiplicity: 2.

XYZ file:
```
65
Properties=species:S:1:pos:R:3:lowdin_spin:R:1
Yb 13.03198 12.04224 8.00276 0.998
Br 13.63916 14.53853 4.88885 0.000
S 13.35734 9.27850 8.54346 -0.001
S 11.95114 11.81924 5.35689 0.001
O 14.12072 13.03236 9.66930 0.001
O 16.02224 14.27657 9.71726 0.000
O 20.31095 12.86634 7.38477 0.000
O 19.98060 10.82213 6.57835 0.000
N 13.53454 15.09957 7.64416 0.000
N 15.32990 11.75843 7.38031 -0.001
N 10.17248 12.32310 7.84449 0.000
N 11.57931 11.11464 10.21194 0.000
C 19.59246 11.91321 7.02024 0.000
C 11.77567 8.90602 9.17311 0.000
C 8.38695 9.22591 6.64790 0.000
C 14.85820 16.64178 6.34093 0.000
C 10.41104 9.49325 5.41435 0.000
C 8.57027 10.49789 7.20552 0.000
C 14.06053 15.50929 6.49772 0.000
C 9.35076 8.71825 5.81830 0.000
C 15.99658 11.12130 6.38861 0.000
C 11.06231 9.81662 10.00170 0.000
C 18.12402 11.86515 7.24619 0.000
C 16.04730 12.46074 8.31589 0.000
C 14.37485 17.20717 8.56604 0.000
C 15.34736 13.32050 9.32829 0.000
C 15.06623 17.47734 7.40988 0.000
C 11.23539 7.65323 8.95632 0.000
C 12.46471 11.22179 11.39745 0.000
C 9.73937 11.24971 6.98593 0.000
C 9.37813 8.14017 10.36535 0.000
C 17.36529 11.04742 6.36321 0.000
C 13.72066 15.95880 8.68000 0.000
C 10.02265 7.29090 9.50092 0.000
C 10.26507 13.72377 7.35330 0.000
C 10.62378 12.25116 10.31364 0.000
C 9.94787 9.36217 10.72408 0.000
C 9.56858 12.37754 9.20807 0.000
C 17.43920 12.51358 8.18965 0.000
C 10.63781 10.78922 5.92098 0.000
H 10.70151 13.68402 6.40280 0.000
H 9.30474 14.25816 7.36853 0.000
H 18.03009 13.13008 8.83190 0.000
H 9.53974 9.97501 11.51126 0.000
H 13.26268 10.48047 11.44504 0.000
H 7.78459 10.87150 7.84867 0.000
H 10.08302 12.21360 11.31939 0.000
H 12.84131 12.24723 11.43713 0.000
H 13.29147 15.64546 9.62705 0.000
H 9.18678 7.67751 5.44749 0.000
H 11.10061 9.06650 4.67595 0.000
H 10.97391 14.23080 8.00485 0.000
H 17.87165 10.40845 5.60688 0.000
H 15.38642 10.64922 5.63747 0.000
H 9.51508 6.35629 9.22054 0.000
H 11.90884 11.09647 12.34997 0.000
H 9.19967 13.38596 9.40818 0.000
H 14.30940 17.84505 9.41980 0.000
H 11.89370 6.97404 8.41555 0.000
H 15.35408 16.71400 5.34804 0.000
H 15.80523 18.24939 7.44553 0.000
H 11.27570 13.11050 10.31697 0.000
H 8.76496 11.64259 9.33512 0.000
H 8.46462 7.75435 10.86845 0.000
H 7.53953 8.57156 6.94145 0.000
```


Molecular formula: C40H33N5O8SV
Method: DFT, ωB97M-V with the def2-TZVPD basis set

As for the HOMO-LUMO gap (spin up / spin down): 5.195 / 5.991 eV. Its net charge is -2. The value obtained for the lowest unoccupied orbital energy (spin up / spin down) is 3.99 / 3.85 eV. The expectation value of S² is 4.067. The strongest force on any atom is 0.023 hartree/bohr. Its energy above the lowest of the compared OMol25 structures with the same formula, charge and spin is 319.94 kJ/mol. Its HOMO energy (spin up / spin down) is -1.207 / -2.137 eV. As for the multiplicity: 4.

XYZ file:
```
88
Properties=species:S:1:pos:R:3:lowdin_spin:R:1
V 1.92755 0.23465 0.45714 1.369
S 2.25095 0.26557 -4.86281 -0.001
O 0.77183 -0.21370 2.01054 -0.061
O 3.50964 4.15658 0.14227 0.002
O -3.36927 0.17196 -0.07002 0.013
O 3.11758 -1.18474 4.67485 0.001
O 3.62296 -0.19853 -0.20609 0.015
O 3.29414 -1.56408 2.45767 0.007
O 2.60831 2.19300 -0.46299 0.005
O 0.34786 1.00325 -0.11380 0.042
N -2.83178 0.75915 -2.67329 0.099
N 0.33014 -2.02272 0.71597 -0.032
N 2.97621 1.18394 2.00706 -0.001
N 1.63052 -0.01418 -2.40085 0.002
N 1.42858 -1.54549 0.05453 -0.227
C 3.57759 3.35131 2.81327 -0.001
C -6.66573 1.42488 -1.11655 0.017
C 0.95573 -2.40361 -2.19934 0.050
C -1.62892 0.99030 -2.00473 0.423
C 0.06818 -1.25871 1.73282 -0.031
C 0.90457 -3.62077 -3.05625 0.222
C -4.37317 0.72864 -0.78805 0.012
C -4.10604 0.94177 -2.15971 0.014
C -3.32244 0.37685 1.33067 0.001
C 1.66498 -1.27562 -4.34355 0.011
C 1.86029 -3.92188 -0.31082 0.001
C 3.51266 1.49332 4.29808 -0.001
C 3.32562 -2.22608 -1.36100 0.003
C -3.19396 -2.16886 4.33818 -0.005
C 2.08679 0.85001 -3.23767 0.104
C -2.24922 3.26383 -1.23437 0.094
C 1.37648 -1.21647 -2.99416 0.129
C -6.43619 1.54454 -2.47615 0.000
C -5.16317 1.31283 -2.98385 0.013
C 3.20176 2.49216 1.79504 0.006
C -1.95433 -2.62250 2.32433 -0.004
C -1.05537 -1.60469 2.63599 -0.001
C 3.70499 2.84673 4.09494 0.006
C 3.09852 3.01508 0.35738 0.001
C 3.12467 -0.87086 3.46727 0.001
C 4.03433 -1.14136 -1.01889 0.007
C -0.36404 2.09138 -0.22396 0.080
C -0.21991 3.15649 0.66148 0.007
C 1.19104 -3.63438 -4.38870 0.017
C 1.56846 -2.46857 -5.09149 0.319
C 5.41490 -0.88251 -1.55772 -0.001
C -1.05239 4.26439 0.59064 0.108
C -5.63068 1.01428 -0.27787 0.000
C 1.92316 -2.51767 -0.91231 0.027
C -1.23344 -0.87569 3.80763 -0.005
C 3.17137 0.66997 3.23003 0.006
C -2.06761 4.32391 -0.36521 0.004
C -3.01615 -2.90058 3.16831 0.000
C -1.42303 2.12173 -1.18906 0.025
C -2.29609 -1.15894 4.65441 0.000
H -4.96216 1.46439 -4.03861 0.002
H -2.70291 5.19830 -0.43662 -0.003
H -0.02885 -2.26048 -1.72843 0.028
H -2.78022 0.45266 -3.63295 0.010
H -0.51962 -0.09679 4.03955 0.000
H -7.64347 1.63143 -0.70109 0.001
H 3.97140 3.49849 4.92091 0.000
H 3.61967 1.00977 5.25731 0.000
H 3.74960 -2.93800 -2.06017 0.001
H -1.80475 -3.17745 1.40859 0.000
H 1.12239 -4.57032 -4.93236 -0.007
H 6.13025 -0.85130 -0.73351 0.000
H -5.81242 0.87685 0.77844 0.000
H -3.03125 3.31023 -1.98269 0.005
H 1.78680 -2.49677 -6.14904 0.022
H 0.83574 -4.26022 -0.16045 0.000
H 2.35876 -3.88593 0.65787 0.001
H 3.75475 4.38362 2.54936 0.000
H -3.71264 -3.69054 2.91244 0.000
H -2.42036 -0.58858 5.56720 0.000
H -0.86696 0.23438 -2.09106 0.024
H -2.34217 0.03399 1.65138 0.000
H 5.71683 -1.64928 -2.27203 0.000
H -3.43207 1.44049 1.56051 0.000
H -7.23302 1.84448 -3.14487 -0.001
H 2.36932 1.85043 -2.94791 0.005
H -0.90989 5.08208 1.28619 0.008
H 5.43469 0.09586 -2.04169 0.000
H -4.09292 -0.20502 1.84568 0.000
H 2.38794 -4.62255 -0.96047 0.002
H 0.60274 -4.54340 -2.57823 0.011
H -4.02556 -2.38709 4.99711 0.000
H 0.55091 3.08699 1.42040 -0.002
```


Molecular formula: C23H39F6GeN6OSSbSeTi
Method: DFT, ωB97M-V with the def2-TZVPD basis set

As for the HOMO-LUMO gap (spin up / spin down): 7.507 / 5.707 eV. Its net charge is +3. The value obtained for the lowest unoccupied orbital energy (spin up / spin down) is -9.59 / -11.41 eV. The expectation value of S² is 0.789. The strongest force on any atom is 0.023 hartree/bohr. Its energy above the lowest of the compared OMol25 structures with the same formula, charge and spin is 0.00 kJ/mol. Its HOMO energy (spin up / spin down) is -17.102 / -17.113 eV. As for the multiplicity: 2.

XYZ file:
```
80
Properties=species:S:1:pos:R:3:lowdin_spin:R:1
Sb -2.52916 2.02930 -2.62219 0.000
Se -3.89178 0.04912 -1.90711 0.000
Ge -0.74464 -0.23175 2.37906 0.000
Ti 0.17315 1.47282 -1.04844 0.024
S 1.18443 0.59988 1.13201 0.007
F -0.94839 1.01042 -3.09778 0.000
F -0.38953 -0.21041 -0.96950 0.002
F -1.42007 1.91251 -0.26807 0.004
F -2.63495 2.74572 -4.29699 0.000
F -0.98407 3.14040 -2.20864 0.004
F -3.54729 3.28532 -1.74311 0.000
O 1.47506 1.84177 -2.22279 0.012
N 1.03305 3.16719 -0.07006 0.185
N -1.98204 -2.05273 -2.83208 0.000
N 3.06103 -3.61018 -2.90965 0.000
N 2.09036 -1.45743 -2.03048 0.000
N 1.15198 3.34368 1.22287 0.262
N 1.38362 2.29931 3.21478 0.156
C -2.92807 0.61753 3.85400 0.000
C 1.68551 2.99034 -2.87830 0.064
C 4.18741 -2.71293 -2.47880 0.000
C 2.05986 5.45267 -4.18707 0.014
C 2.17470 4.21446 -4.86146 0.098
C -0.93771 -2.03803 1.71323 -0.001
C 3.55105 -1.40868 -1.93531 0.000
C -0.96708 -3.20320 4.02500 0.000
C 1.58527 -2.58032 -1.23675 0.000
C 2.00846 2.99812 -4.21454 -0.001
C -2.26550 0.94159 2.50372 0.000
C 1.78475 5.46569 -2.85771 0.025
C 2.25892 -2.95636 -4.00208 0.000
C 1.23827 2.19268 1.91830 0.072
C -1.74160 -4.16959 4.91452 0.000
C -1.68410 -2.95508 2.70176 0.000
C -4.88322 1.10176 5.38440 0.000
C -4.21950 1.40903 4.04610 0.000
C 1.57462 4.23723 -2.15779 0.070
C 2.17461 -3.92333 -1.73689 0.000
C 1.68944 -1.63580 -3.42786 0.000
C -2.70718 -1.21654 -2.52053 0.000
C 1.35549 4.26669 -0.79071 -0.004
H -2.73932 -3.78662 5.13542 0.000
H -0.82202 -2.26100 4.56263 0.000
H 2.05457 -0.78723 -4.00480 0.000
H 0.49989 -2.59572 -1.31640 0.000
H 3.91040 -0.55404 -2.50650 0.000
H 0.01150 -0.19689 3.71825 0.000
H -3.15526 -0.45235 3.92450 0.000
H 0.06814 -2.42331 1.52354 0.000
H -4.90680 1.18043 3.22666 0.000
H 4.82211 -2.54576 -3.34654 0.000
H 3.83120 -1.25850 -0.89352 0.000
H 2.78644 -4.42724 -0.99153 0.000
H -5.81161 1.65888 5.49608 0.000
H -2.23886 0.84312 4.67345 0.000
H 0.03370 -3.60079 3.82626 0.000
H 2.19333 6.37569 -4.73306 0.000
H 1.45728 3.22388 3.62897 0.002
H 2.92689 -2.80113 -4.84675 0.000
H -2.93668 0.75019 1.66543 0.000
H 1.64345 1.50365 3.78285 0.004
H -1.45915 -1.99745 0.75508 0.000
H -2.68722 -2.56498 2.89802 0.000
H 2.39955 4.21828 -5.92094 0.004
H 1.48122 -3.65684 -4.29934 0.000
H -1.96726 1.99017 2.44620 0.000
H 1.40797 -4.61340 -2.08283 0.000
H -1.82977 -3.91248 2.19548 0.000
H -3.99904 2.47768 3.97280 0.000
H -4.23148 1.36695 6.21825 0.000
H 2.10029 2.06081 -4.74521 -0.001
H 3.45237 -4.48119 -3.26683 0.000
H 1.69725 6.40031 -2.31784 0.000
H 1.85495 -2.41951 -0.19288 0.000
H -1.22747 -4.33323 5.85995 0.000
H -1.86009 -5.13932 4.42914 0.000
H 4.76516 -3.24944 -1.72916 0.000
H 0.60193 -1.64038 -3.47843 0.000
H 1.51613 5.18602 -0.23581 -0.002
H -5.11890 0.03982 5.47237 0.000
```